{
  "formula": "C46H124N6O17",
  "method": "ωB97M-V with the def2-TZVPD basis set",
  "molar_mass_g_mol": 1033.5,
  "homo_ev": [-9.762, -9.762],
  "homo_lumo_gap_ev": [7.54, 2.47],
  "charge": 1,
  "e_tot_ev": -93442.8793,
  "de_lowest_kcal_mol": 0.0,
  "multiplicity": 2,
  "symbols": ["C", "C", "C", "O", "C", "N", "H", "H", "H", "H", "H", "H", "H", "H", "H", "H", "H", "C", "C", "C", "O", "C", "N", "H", "H", "H", "H", "H", "H", "H", "H", "H", "H", "H", "C", "C", "O", "H", "H", "H", "H", "H", "H", "C", "C", "O", "H", "H", "H", "H", "H", "H", "C", "C", "O", "H", "H", "H", "H", "H", "H", "C", "C", "O", "H", "H", "H", "H", "H", "H", "C", "C", "O", "H", "H", "H", "H", "H", "H", "C", "C", "O", "H", "H", "H", "H", "H", "H", "C", "C", "O", "H", "H", "H", "H", "H", "H", "C", "O", "C", "C", "N", "C", "C", "O", "C", "H", "H", "H", "H", "H", "H", "H", "H", "H", "H", "H", "H", "H", "H", "H", "C", "O", "C", "C", "N", "C", "C", "O", "C", "H", "H", "H", "H", "H", "H", "H", "H", "H", "H", "H", "H", "H", "H", "H", "C", "O", "C", "C", "N", "C", "C", "O", "C", "H", "H", "H", "H", "H", "H", "H", "H", "H", "H", "H", "H", "H", "H", "H", "C", "O", "C", "C", "N", "C", "C", "O", "C", "H", "H", "H", "H", "H", "H", "H", "H", "H", "H", "H", "H", "H", "H", "H"],
  "xyz": [[-4.1441, 5.6166, 2.0627], [-3.5251, 5.6160, 0.6731], [-4.0895, 4.4903, -0.1799], [-3.7408, 3.2193, 0.4275], [-3.7454, 2.1189, -0.3957], [-3.7584, 6.8791, -0.0397], [-3.9730, 4.6649, 2.5660], [-5.2255, 5.5867, 1.9291], [-3.7341, 6.3948, 2.7064], [-2.4509, 5.4338, 0.7035], [-3.6502, 4.4395, -1.1762], [-5.1517, 4.5766, -0.4092], [-3.0235, 2.3071, -1.1903], [-4.6445, 2.0150, -1.0031], [-3.5481, 1.2076, 0.1689], [-3.6625, 7.6868, 0.5591], [-3.0493, 7.0302, -0.7428], [1.7578, -1.0150, 1.7267], [0.8131, -0.5712, 0.5972], [-0.6003, -1.2305, 0.6814], [-1.4442, -0.7400, -0.3867], [-2.6593, -1.4416, -0.5032], [0.6800, 0.8600, 0.5412], [1.3934, -0.6257, 2.6773], [2.7450, -0.5660, 1.6176], [1.8967, -2.0895, 1.8465], [1.3339, -0.8489, -0.3191], [-1.0225, -1.0679, 1.6730], [-0.5243, -2.3048, 0.5136], [-3.2050, -1.5659, 0.4321], [-2.5143, -2.4056, -0.9909], [-3.2421, -0.8455, -1.2054], [0.3141, 1.2541, 1.3961], [-0.0384, 1.0894, -0.1306], [0.3601, -3.8757, 4.3757], [-0.1085, -4.6377, 3.1433], [-1.0616, -5.5499, 3.6361], [0.9647, -3.0082, 4.1112], [1.0291, -4.5117, 4.9554], [-0.3900, -3.5603, 5.1010], [0.6431, -5.1742, 2.5642], [-0.5655, -3.8831, 2.5033], [-0.6028, -6.0893, 4.2843], [0.2576, -2.9597, -3.5234], [0.6834, -3.8245, -4.7206], [1.4583, -4.8744, -4.2252], [-0.1621, -1.9904, -3.7924], [1.0468, -2.7571, -2.7994], [-0.5830, -3.4414, -3.0240], [1.1151, -3.0864, -5.3965], [-0.2114, -4.1870, -5.2267], [0.8827, -5.4824, -3.7555], [-3.6097, -4.9999, -2.7424], [-4.8425, -4.0248, -2.6134], [-5.5796, -4.1866, -3.7934], [-2.9755, -5.0768, -1.8592], [-2.9888, -4.7049, -3.5883], [-3.8892, -6.0386, -2.9187], [-4.5472, -2.9778, -2.5450], [-5.4408, -4.3547, -1.7640], [-5.0625, -3.8681, -4.5369], [4.1307, -3.8790, 2.6720], [4.7837, -3.9165, 4.0419], [6.1721, -3.5474, 3.8572], [3.0586, -4.0746, 2.6942], [4.6848, -4.5739, 2.0410], [4.1987, -2.9295, 2.1411], [4.7815, -4.9346, 4.4312], [4.2790, -3.1659, 4.6502], [6.5968, -3.6008, 4.7165], [4.2479, 1.1690, -0.7109], [3.8737, 2.6498, -0.4804], [2.4913, 2.7441, -0.7227], [3.6414, 0.5471, -0.0525], [5.2982, 0.9738, -0.4945], [4.0006, 0.8030, -1.7074], [4.5048, 3.2642, -1.1225], [4.0672, 2.9702, 0.5434], [1.9762, 2.2167, -0.1078], [-4.5766, -1.3953, 4.1674], [-3.9992, -2.7341, 3.8701], [-5.0227, -3.6450, 3.9965], [-4.7257, -1.2074, 5.2307], [-5.5507, -1.2591, 3.6975], [-3.8838, -0.5997, 3.8933], [-3.2703, -3.0076, 4.6330], [-3.4608, -2.8373, 2.9280], [-4.6434, -4.5146, 3.8498], [-0.1766, -6.0567, -0.3627], [-0.6561, -7.1863, -1.2667], [-0.2515, -6.8525, -2.5348], [0.9056, -6.1754, -0.3082], [-0.5235, -6.3124, 0.6385], [-0.5324, -5.0459, -0.5620], [-1.7313, -7.3493, -1.1927], [-0.2007, -8.1423, -1.0085], [-0.2465, -7.6509, -3.0678], [2.2195, 5.4708, 2.6010], [1.1374, 4.6138, 2.9729], [0.3613, 4.1560, 1.8779], [-0.8379, 3.3669, 2.3115], [-0.5556, 2.1958, 3.1404], [-1.7642, 1.6198, 3.7333], [-1.4547, 0.5475, 4.7604], [-0.8802, 1.2105, 5.8387], [-0.7187, 0.4199, 7.0079], [2.9530, 5.0688, 1.9020], [2.6971, 5.6564, 3.5630], [1.7881, 6.3997, 2.2279], [0.9683, 3.6026, 1.1614], [-0.0211, 5.0269, 1.3455], [-1.3699, 3.1416, 1.3872], [-1.4758, 4.0307, 2.8951], [0.0337, 2.4535, 3.9191], [-2.3633, 1.2118, 2.9193], [-2.3603, 2.4391, 4.1353], [-0.7898, -0.2015, 4.3303], [-2.3996, 0.1224, 5.0990], [-1.5977, -0.1885, 7.2207], [-0.6042, 1.0229, 7.9087], [0.1368, -0.2295, 6.8225], [10.4490, -0.4363, -0.5147], [9.8085, -0.8317, 0.7195], [9.9846, 0.0800, 1.7515], [8.9740, -0.1814, 2.8636], [7.6364, 0.2960, 2.4131], [6.5756, -0.0409, 3.3925], [5.1320, 0.3518, 3.0813], [4.8748, 1.6662, 3.5149], [3.4552, 1.9195, 3.4496], [10.1942, 0.5785, -0.8203], [10.2269, -1.1165, -1.3369], [11.5368, -0.4609, -0.4492], [9.9517, 1.1358, 1.4825], [10.9550, -0.1513, 2.1906], [9.3281, 0.4787, 3.6554], [8.9933, -1.2278, 3.1678], [7.4395, 0.0345, 1.4577], [6.9503, 0.2171, 4.3831], [6.6040, -1.1275, 3.4733], [4.6029, -0.3316, 3.7455], [4.8149, 0.2228, 2.0464], [3.2736, 2.8219, 4.0334], [2.7615, 1.1720, 3.8345], [3.1517, 2.1440, 2.4270], [-1.3004, 2.8003, -4.0066], [-0.0596, 2.0839, -4.1483], [0.0700, 0.8703, -3.3969], [1.5120, 0.4319, -3.3558], [1.9171, -0.0312, -4.6878], [3.3829, -0.3068, -4.6564], [3.7181, -1.0792, -5.9403], [5.1452, -1.1961, -5.8770], [5.7110, -1.9415, -6.9790], [-1.4280, 3.2869, -3.0396], [-2.1472, 2.1149, -4.0418], [-1.4843, 3.6122, -4.7103], [-0.6019, 0.1672, -3.8891], [-0.2220, 1.2204, -2.4068], [1.5913, -0.3907, -2.6451], [2.1939, 1.1663, -2.9271], [1.7308, 0.8419, -5.1601], [3.5434, -0.9034, -3.7584], [4.0124, 0.5644, -4.4750], [3.4762, -0.4367, -6.7869], [3.1508, -2.0024, -6.0581], [5.5297, -1.3659, -7.8867], [5.3536, -2.9515, -7.1801], [6.7995, -1.8870, -6.9608], [-8.7231, 3.6843, -0.1235], [-7.6953, 3.9999, -0.9798], [-8.1208, 4.6083, -2.1641], [-6.8371, 4.7875, -2.9932], [-6.4213, 3.4816, -3.4582], [-5.1071, 3.5250, -4.0727], [-4.9239, 2.1746, -4.7269], [-4.7087, 1.2387, -3.7034], [-4.3621, -0.0488, -4.1986], [-9.4875, 3.2823, -0.7884], [-9.1225, 4.5950, 0.3228], [-8.4170, 3.0136, 0.6794], [-8.6417, 5.5476, -1.9784], [-8.8443, 4.0374, -2.7460], [-6.0875, 5.2473, -2.3493], [-6.9878, 5.4290, -3.8615], [-6.4683, 2.8073, -2.7077], [-4.3053, 3.7275, -3.3627], [-5.0226, 4.2760, -4.8582], [-4.1012, 2.1703, -5.4419], [-5.7854, 1.7961, -5.2772], [-3.2774, -0.1506, -4.2331], [-4.7538, -0.2725, -5.1909], [-4.7967, -0.7842, -3.5215]],
  "forces_ev_per_angstrom": [[0.022, -0.847, -0.343], [0.203, -0.016, -0.447], [0.415, -1.529, -0.378], [-0.616, 1.586, 1.598], [-0.082, 0.149, -1.579], [-0.219, 0.164, -0.021], [0.422, -0.089, -0.096], [-0.149, 0.821, 0.261], [-0.423, 0.220, -0.114], [0.263, -0.176, 0.460], [0.516, 0.534, -0.276], [-0.368, -0.025, 0.638], [0.776, -0.546, -0.146], [-0.675, -0.190, 0.375], [0.112, 0.180, -0.030], [-0.187, -0.062, 0.386], [0.018, -0.238, -0.279], [-0.452, 0.539, 0.427], [-0.358, -0.790, -0.025], [0.619, -0.326, -1.263], [0.983, 0.221, 1.325], [-0.026, 0.315, -0.831], [0.305, 1.008, -0.010], [-0.204, -0.035, 0.228], [-0.020, -0.001, -0.320], [-0.241, -0.047, -0.329], [-0.412, -0.341, -0.361], [-0.309, 0.290, 0.141], [0.214, -0.352, 0.229], [0.050, 0.073, 0.192], [0.139, -0.360, 0.183], [-0.286, -0.005, 0.156], [-0.041, -0.133, 0.825], [-0.081, -0.053, -0.472], [1.808, 0.056, 0.080], [-0.585, 0.955, 1.228], [-0.793, -0.553, -0.702], [0.024, 0.219, -0.054], [0.189, -0.180, 0.136], [-0.513, -0.055, -0.621], [0.441, 0.273, 0.141], [-0.496, -0.466, -0.326], [-0.104, -0.177, 0.090], [-1.216, 0.209, 0.063], [-1.272, 1.524, 1.328], [1.127, -0.251, -0.882], [0.186, 0.095, -0.414], [0.214, -0.293, -0.179], [0.110, -0.301, 0.457], [1.126, -0.849, -0.289], [-0.133, -0.133, -0.110], [-0.219, -0.077, 0.236], [-0.160, 0.534, 0.457], [1.684, -1.643, -0.519], [-1.162, 0.019, -0.359], [0.099, 0.477, 0.178], [0.110, 0.128, 0.004], [-0.593, 0.148, -0.162], [0.221, 0.002, 0.560], [-0.215, 0.343, -0.138], [0.074, 0.007, -0.004], [0.407, -0.179, -0.444], [0.217, 0.629, -1.024], [-0.258, 0.438, 0.025], [0.108, -0.492, 0.170], [-0.433, -0.284, -0.149], [0.305, 0.381, 0.415], [-0.446, 0.170, 0.318], [0.050, -0.317, 0.615], [0.111, -0.143, 0.105], [0.087, 0.165, 0.608], [-0.326, -1.696, 0.122], [0.343, 1.659, -1.202], [-0.011, -0.033, 0.234], [0.226, -0.074, -0.099], [0.207, 0.404, -0.138], [-0.648, 0.328, -0.301], [0.393, -0.105, 0.265], [-0.115, -0.834, 0.416], [0.160, 1.249, 0.152], [1.061, -0.014, 0.965], [-1.275, -1.373, -0.369], [-0.117, -0.492, 0.163], [0.168, 0.043, -0.266], [-0.183, 0.059, -0.489], [0.589, 0.351, 0.181], [-0.206, 0.362, -0.492], [-0.221, -0.249, 0.047], [-0.079, -1.465, 1.148], [-0.269, 0.381, 1.272], [0.356, 0.234, -2.278], [0.114, 0.714, -0.194], [-0.117, 0.134, 0.269], [0.167, -0.186, -0.536], [-0.307, 0.214, -0.096], [0.172, 0.001, 0.564], [-0.025, 0.048, -0.283], [-0.902, 0.018, 1.088], [0.361, -0.667, -0.278], [0.381, 0.393, -0.069], [-0.024, 0.297, 0.845], [0.410, -0.697, -0.321], [0.117, 0.172, -1.040], [-0.748, 0.963, -0.249], [0.484, 0.654, 1.311], [-0.074, -0.203, -0.515], [-0.211, -0.350, -0.201], [0.276, 0.267, -0.207], [0.256, 0.181, -0.238], [0.262, -0.142, 0.026], [-0.111, 0.212, -0.265], [-0.261, -0.469, 0.118], [-0.344, 0.353, -0.065], [0.246, 0.378, -0.006], [-0.096, -0.274, -0.095], [-0.290, -0.097, 0.584], [0.098, -0.358, -0.025], [-0.017, -0.443, -0.158], [-0.216, -0.222, -0.296], [0.401, 0.341, -0.396], [0.145, -0.232, 0.497], [0.476, -0.034, -0.039], [-0.670, 0.227, -1.589], [0.683, -0.899, 0.800], [0.632, 2.042, -1.477], [-0.129, -3.067, 2.583], [0.281, 1.127, -1.047], [0.661, 0.458, 1.207], [-0.683, -0.615, -0.047], [0.034, 1.373, -0.042], [-0.358, 0.063, 0.157], [-0.549, -0.138, 0.438], [0.153, -0.033, 0.495], [-0.027, 0.090, -0.398], [0.345, 0.510, 0.248], [-0.465, -0.213, 0.520], [-0.541, -0.058, -0.012], [-0.166, 0.548, -0.848], [-0.313, 0.659, 0.039], [0.074, -0.822, -0.544], [-0.589, -0.310, -0.245], [0.254, -0.321, -0.203], [0.119, -0.008, -0.054], [0.562, -0.592, 0.180], [0.041, -0.122, -0.201], [-0.067, -0.970, 0.735], [0.012, 1.401, -1.120], [-0.400, 2.119, 0.290], [-0.394, -1.080, 0.074], [0.777, 0.826, 1.138], [-1.690, -0.776, -0.375], [1.322, 1.513, 0.773], [0.193, -1.832, -0.783], [-0.020, 1.654, -0.511], [0.542, -0.035, 0.530], [-0.133, -0.232, -0.314], [0.738, -0.405, -0.539], [0.042, -0.525, 0.556], [-0.384, -0.984, 0.499], [-0.225, -0.393, 0.038], [-0.250, 0.674, -0.177], [0.290, -0.036, -1.210], [0.080, -0.527, -0.134], [0.051, 0.327, -0.579], [-0.207, 0.063, -0.286], [0.289, -0.262, 0.321], [-0.489, 0.033, -0.356], [-0.162, -0.097, 0.684], [-0.020, -0.375, 0.789], [-1.202, 0.271, -0.115], [1.543, -0.186, -0.238], [0.811, 0.862, -0.845], [-0.914, -0.291, 0.425], [0.010, 0.874, -0.416], [-0.716, -1.133, -0.557], [0.550, -0.291, -0.267], [0.392, -0.880, 0.308], [-0.160, 0.148, 0.487], [-0.641, -0.605, 0.681], [-0.208, 0.166, 0.255], [0.118, -0.119, -0.323], [0.210, 0.429, 0.280], [-0.028, -0.690, 0.106], [0.148, 0.316, 0.147], [-0.162, 0.100, 0.016], [0.250, -0.057, 0.099], [0.337, -0.084, 0.165], [-0.457, 0.256, 0.064], [0.468, 0.094, -0.015], [-0.430, 0.703, -0.196], [0.168, -0.117, -0.002], [-0.182, 0.295, -0.155], [0.165, -0.055, 0.094]]
}